{"formula": "C51H127N17O15", "method": "wB97M-V/def2-TZVPD", "symbols": ["C", "C", "C", "C", "C", "C", "N", "O", "C", "C", "C", "H", "H", "H", "H", "H", "H", "H", "H", "H", "H", "H", "H", "H", "H", "H", "H", "H", "H", "H", "C", "C", "C", "C", "C", "C", "N", "O", "C", "C", "C", "H", "H", "H", "H", "H", "H", "H", "H", "H", "H", "H", "H", "H", "H", "H", "H", "H", "H", "H", "C", "C", "C", "C", "C", "C", "N", "O", "C", "C", "C", "H", "H", "H", "H", "H", "H", "H", "H", "H", "H", "H", "H", "H", "H", "H", "H", "H", "H", "H", "C", "C", "C", "C", "C", "C", "N", "O", "C", "C", "C", "H", "H", "H", "H", "H", "H", "H", "H", "H", "H", "H", "H", "H", "H", "H", "H", "H", "H", "H", "C", "C", "C", "C", "C", "C", "N", "O", "C", "C", "C", "H", "H", "H", "H", "H", "H", "H", "H", "H", "H", "H", "H", "H", "H", "H", "H", "H", "H", "H", "O", "H", "H", "O", "H", "H", "O", "H", "H", "O", "H", "H", "C", "O", "N", "N", "H", "H", "H", "H", "C", "O", "N", "N", "H", "H", "H", "H", "C", "O", "N", "N", "H", "H", "H", "H", "C", "O", "N", "N", "H", "H", "H", "H", "C", "O", "N", "N", "H", "H", "H", "H", "C", "O", "N", "N", "H", "H", "H", "H"], "coordinates": [[1.9695, -1.9643, -5.1717], [2.9013, -3.1262, -4.7237], [2.3924, -4.3677, -5.3615], [3.2366, -5.5934, -5.1587], [4.5727, -5.2482, -5.6907], [5.2089, -3.9559, -5.1210], [4.2911, -2.8724, -5.1680], [4.8415, -1.7595, -4.5430], [5.7049, -4.3722, -3.6748], [6.4581, -3.6074, -5.9472], [2.6831, -3.2972, -3.1514], [1.9026, -1.6803, -6.2302], [2.2246, -1.0527, -4.6213], [0.9369, -2.2214, -4.9286], [1.3793, -4.6073, -4.9246], [2.2500, -4.0813, -6.4319], [2.7742, -6.4156, -5.6389], [3.3768, -5.7725, -4.0949], [4.4440, -5.0184, -6.7571], [5.3202, -6.0330, -5.5018], [5.8835, -3.4673, -3.0838], [4.9340, -4.9421, -3.1687], [6.6237, -4.9915, -3.5935], [6.2410, -3.3616, -6.9840], [7.0925, -2.7687, -5.5868], [7.0715, -4.5845, -5.9529], [1.6403, -3.2904, -2.8077], [3.2790, -2.4727, -2.7169], [3.0757, -4.2379, -2.7909], [5.3256, -1.3418, -5.2547], [0.6696, 6.1041, 1.9693], [-0.5963, 5.5597, 2.8106], [-0.9520, 4.1611, 2.3902], [-1.8281, 3.3403, 3.3506], [-1.2631, 3.3450, 4.7492], [-0.9147, 4.7909, 5.2648], [-0.1354, 5.4663, 4.2036], [0.3216, 6.7773, 4.6861], [-2.2530, 5.5019, 5.5754], [-0.0354, 4.7731, 6.5408], [-1.7763, 6.4931, 2.5404], [0.3905, 6.1057, 0.9183], [1.5586, 5.4587, 2.1384], [0.8067, 7.1074, 2.3342], [-1.5279, 4.2115, 1.4929], [-0.0915, 3.5719, 2.1745], [-1.7323, 2.3218, 2.9783], [-2.8618, 3.6672, 3.2796], [-0.3184, 2.8326, 4.7660], [-1.9082, 2.9371, 5.5241], [-3.0079, 5.4290, 4.7780], [-2.7223, 5.1947, 6.5208], [-2.0667, 6.5738, 5.6471], [-0.1222, 5.7673, 7.0433], [-0.4427, 4.0751, 7.2749], [1.0232, 4.4777, 6.3448], [-2.7155, 6.0095, 2.7792], [-1.7368, 6.9142, 1.5541], [-1.6961, 7.3861, 3.1257], [1.2675, 6.7734, 4.4409], [-0.3956, 0.9084, -4.9570], [-1.8449, 0.3504, -4.9077], [-1.9718, -0.7268, -6.0036], [-3.3059, -1.5358, -5.8799], [-3.2314, -2.2863, -4.5429], [-3.1563, -1.3390, -3.3448], [-2.0277, -0.3411, -3.5679], [-2.0087, 0.6474, -2.4728], [-4.4816, -0.5370, -3.2492], [-2.8859, -2.0356, -1.9938], [-2.7849, 1.5462, -5.1874], [-0.2988, 1.3124, -5.9759], [0.4157, 0.2233, -4.7202], [-0.3865, 1.7276, -4.2664], [-2.0249, -0.2256, -6.9753], [-1.1646, -1.4572, -5.9820], [-3.3903, -2.1537, -6.7957], [-4.0769, -0.7903, -5.8997], [-2.3087, -2.8545, -4.4700], [-4.0971, -2.9555, -4.4207], [-5.3065, -1.2603, -3.1493], [-4.6286, 0.1944, -2.4679], [-4.4917, -0.0287, -4.2082], [-3.4581, -2.9838, -1.9204], [-1.8266, -2.3628, -2.0241], [-3.0578, -1.3618, -1.1941], [-3.8186, 1.2699, -5.3416], [-2.4640, 2.0814, -6.0901], [-2.8063, 2.1815, -4.2890], [-2.8312, 1.1321, -2.4518], [0.4168, -5.2409, 3.1682], [1.5973, -4.5774, 3.8854], [1.9187, -5.3512, 5.1114], [2.6591, -6.6382, 4.8170], [4.0006, -6.2662, 4.1152], [3.7986, -5.4556, 2.7880], [2.8317, -4.3709, 3.0173], [2.4855, -3.7296, 1.8430], [5.1624, -5.0623, 2.1499], [3.1716, -6.4320, 1.7487], [1.0957, -3.1734, 4.2543], [-0.4319, -5.0550, 3.8012], [0.4912, -6.3454, 2.9831], [0.2490, -4.8208, 2.1841], [2.4661, -4.8255, 5.8734], [0.9402, -5.5633, 5.6148], [2.1454, -7.3563, 4.1449], [2.8947, -7.1723, 5.7260], [4.4929, -7.2313, 3.8877], [4.6127, -5.7600, 4.8696], [4.9446, -4.4841, 1.2460], [5.7501, -4.4082, 2.7828], [5.6787, -5.9858, 1.9431], [2.1931, -6.6675, 2.1466], [3.1050, -5.9610, 0.7591], [3.8206, -7.2966, 1.6589], [0.0948, -3.1926, 4.6544], [1.0277, -2.5463, 3.3356], [1.7674, -2.7306, 4.9937], [1.8950, -4.2591, 1.2331], [-4.6127, 4.4730, 0.6443], [-4.3872, 3.2310, -0.2099], [-4.1937, 2.0032, 0.6930], [-5.4738, 1.4405, 1.2307], [-6.3971, 1.1090, 0.0804], [-6.7320, 2.3231, -0.8043], [-5.3524, 2.8506, -1.2225], [-5.4468, 3.8094, -2.2252], [-7.4694, 1.7891, -2.0272], [-7.6336, 3.2551, 0.0276], [-3.0702, 3.4912, -0.8955], [-5.0904, 4.2020, 1.5707], [-5.1816, 5.2554, 0.1368], [-3.6441, 4.8282, 0.9301], [-3.5952, 1.2427, 0.1451], [-3.4498, 2.2987, 1.4243], [-5.9296, 2.1861, 1.9764], [-5.2968, 0.5165, 1.8473], [-7.3424, 0.7485, 0.4518], [-5.9390, 0.3571, -0.5218], [-7.6983, 2.5533, -2.7754], [-6.8846, 1.0075, -2.5324], [-8.4161, 1.2974, -1.7497], [-7.3070, 3.2364, 1.0169], [-7.5839, 4.3138, -0.3184], [-8.5932, 2.7969, -0.0185], [-2.3173, 3.5598, -0.1164], [-3.0395, 4.3924, -1.4868], [-2.7614, 2.6480, -1.4922], [-5.3138, 3.3058, -3.0284], [1.5438, -0.0489, -2.1263], [1.1217, 0.7921, -1.9320], [1.9354, -0.1088, -2.9843], [0.6065, -0.3434, 5.0145], [0.4113, 0.1083, 4.1309], [0.8837, -1.2362, 4.8935], [0.0653, 2.3157, -1.5220], [0.2523, 3.1793, -2.0018], [-0.5566, 1.8549, -2.1051], [-1.4671, 0.0299, 0.4903], [-1.4818, 0.6737, -0.2601], [-1.1073, 0.4994, 1.2613], [0.8456, 5.9814, -1.9575], [-0.0179, 5.1290, -2.2880], [0.5799, 7.2896, -1.9222], [2.0460, 5.7116, -1.5498], [1.0073, 7.7951, -1.1282], [-0.4310, 7.4342, -1.8824], [2.4453, 4.8040, -1.6882], [2.6903, 6.4233, -1.3087], [-3.0989, -0.9732, 4.8001], [-4.3225, -0.7912, 4.8722], [-2.2779, 0.1389, 4.8850], [-2.4170, -2.0755, 4.3394], [-2.7022, 0.9135, 5.3430], [-1.3330, 0.1210, 5.2502], [-2.8403, -2.9708, 4.4783], [-1.4170, -2.0743, 4.5400], [-0.2309, -3.2072, 0.2792], [0.1810, -4.3771, 0.2298], [0.5047, -2.1445, -0.1553], [-1.4387, -2.8940, 0.8146], [1.0918, -2.3273, -0.9239], [0.1252, -1.2117, 0.0467], [-1.7832, -3.5461, 1.5038], [-1.5841, -1.9280, 1.0148], [4.6255, 2.5010, -0.7853], [3.9639, 3.5268, -1.0443], [5.9284, 2.4537, -0.5197], [4.0612, 1.3061, -0.5723], [6.3591, 1.6201, -0.1051], [6.2362, 3.3598, -0.1012], [4.3949, 0.7394, 0.1847], [3.1158, 1.1405, -0.9018], [4.4416, -0.6573, 2.1855], [5.1597, 0.3039, 1.8313], [3.4338, -1.1747, 1.4180], [4.8755, -1.4047, 3.2195], [2.6809, -1.9166, 1.5933], [3.2165, -0.5966, 0.6151], [5.7081, -1.0149, 3.6541], [4.3890, -2.2675, 3.4157], [1.5035, 1.4188, 2.3256], [0.4120, 0.8640, 2.4847], [1.7977, 2.1585, 1.1678], [2.3619, 1.5897, 3.3960], [2.4533, 2.9042, 1.2771], [1.1366, 2.1052, 0.3829], [2.2060, 0.9596, 4.1716], [3.3340, 1.6205, 3.1019]], "atomic_forces_ev_per_a": [[0.0, 0.3, 0.4], [-0.9, 0.9, 1.4], [-2.1, -0.5, -0.8], [0.4, 1.4, 0.8], [1.4, 0.6, -1.4], [1.6, -1.9, 1.3], [-1.9, -0.6, -0.5], [0.0, 0.7, 0.8], [0.1, 0.7, 0.2], [1.1, -1.4, 0.0], [1.2, 1.0, -0.6], [0.7, -0.4, 0.0], [0.0, -0.1, -0.1], [0.0, -0.1, 0.4], [0.7, 0.6, -0.6], [0.1, -0.8, 0.4], [-0.2, -1.1, -0.4], [-0.6, -0.4, 0.1], [0.3, -0.6, -0.2], [-0.2, 0.1, -0.5], [0.0, -0.1, 0.0], [-0.1, 0.0, 0.1], [-0.4, 0.4, -0.7], [-0.4, -0.1, -0.2], [-0.5, -0.7, 0.3], [-0.6, 1.7, -0.1], [0.1, 0.4, -0.5], [-0.5, -0.4, 0.4], [0.3, -0.1, 0.0], [0.1, 0.4, -0.1], [-1.4, -1.4, 1.0], [1.3, 0.7, -0.3], [-0.7, -0.5, 0.4], [0.7, 0.0, -0.2], [0.7, 1.8, 0.8], [-0.7, 0.0, -0.3], [0.9, 0.3, 0.4], [-0.2, -0.8, -0.6], [-0.1, 0.7, -0.1], [-0.3, 0.3, 0.1], [0.4, 0.2, 0.7], [0.1, 0.0, -0.1], [-0.5, 0.5, -0.1], [0.4, 0.5, -0.2], [-0.1, 0.2, -0.9], [0.9, -0.3, -0.1], [-0.5, -0.2, 0.0], [-0.2, -0.1, 0.2], [0.5, -0.7, -0.1], [-0.2, -0.3, -0.1], [0.3, -0.4, 0.2], [0.3, -0.2, -0.2], [0.1, 0.1, 0.2], [0.5, -0.7, -0.5], [-0.1, -0.2, -0.2], [-0.8, 0.4, 0.0], [-0.3, 0.1, -0.3], [-0.3, -0.4, -0.9], [0.1, 0.5, 0.9], [-0.7, -0.1, 0.3], [-1.2, 0.1, -0.5], [0.6, -0.8, 0.4], [-1.5, -0.3, 0.0], [1.9, 0.2, 0.0], [-0.3, 0.2, 0.0], [-0.6, 2.1, 1.2], [0.1, 0.2, 0.0], [0.9, -1.3, -1.0], [0.0, -1.1, -0.9], [1.0, -1.5, -2.1], [0.0, -0.3, 0.5], [0.4, 0.0, 0.3], [-0.4, -0.2, -0.1], [0.4, 0.6, 0.3], [0.5, 0.0, 0.1], [0.3, 0.3, 0.0], [-0.1, 0.0, 0.8], [-0.8, 0.0, -0.1], [0.1, -0.5, -0.4], [0.3, 0.1, 0.2], [0.1, 0.3, -0.2], [0.5, 0.1, 0.5], [-1.0, 0.1, 0.2], [-0.1, 0.7, 0.1], [-0.4, 0.3, 0.3], [-0.1, 0.4, 0.9], [-0.2, -0.2, -0.2], [0.1, 0.1, 0.5], [0.3, 0.3, -0.5], [-0.9, 0.1, -0.3], [0.4, -1.2, -0.6], [0.2, 0.7, -1.4], [-1.2, -1.5, 1.1], [0.9, 0.0, -1.2], [-0.6, -0.4, 0.1], [-0.2, -1.8, -0.4], [0.3, 0.4, 1.7], [-0.5, 0.0, -1.3], [-1.5, 1.1, 0.7], [0.3, 0.6, 0.4], [0.6, 0.3, -0.9], [-0.6, -0.1, 0.1], [0.0, 0.9, 0.5], [-0.2, 0.2, 0.1], [0.6, 0.7, 0.1], [0.6, 0.0, -0.4], [-0.2, 0.5, 0.5], [0.0, -0.2, 0.3], [0.1, 0.6, -0.1], [0.1, 0.3, -0.4], [0.2, -0.3, -0.1], [0.3, 0.0, 0.3], [0.3, -0.1, -0.2], [-0.1, -0.5, -0.6], [-0.1, -0.1, 0.3], [-0.2, -0.3, 0.0], [-0.2, -0.4, 0.4], [0.2, -0.3, 0.6], [0.1, 0.0, -0.1], [0.3, 0.2, 0.7], [-1.0, -0.1, 0.0], [0.4, -0.3, 0.0], [1.3, -0.1, -0.7], [-0.3, 0.0, 2.0], [-0.4, 1.0, 0.4], [1.4, 0.0, 0.3], [-1.6, -1.7, 0.3], [-0.4, 1.1, -0.2], [0.0, -0.2, -0.6], [1.1, 0.8, -2.0], [0.6, -0.4, 0.1], [-0.6, 0.1, 0.4], [0.1, 0.0, 0.0], [0.5, 0.6, 0.1], [-0.8, 0.1, -0.1], [-0.2, 0.1, 0.7], [0.4, -1.0, -1.1], [0.0, 0.8, -0.5], [-0.4, -0.4, 0.2], [0.3, -0.7, -0.5], [0.0, 0.1, 0.2], [0.1, 0.2, 0.1], [0.3, 0.3, 0.1], [0.4, 0.1, 1.7], [-0.5, -0.8, 0.0], [-1.1, 0.2, 0.0], [0.2, 0.1, -0.1], [-0.1, 0.3, -0.2], [0.0, -0.2, -0.4], [0.1, 0.0, -0.3], [0.1, -1.0, 1.5], [-0.1, 0.6, -0.6], [0.1, 0.5, -0.7], [-0.6, 2.1, -0.4], [0.3, -1.1, 0.7], [0.3, -0.6, -0.5], [0.6, 0.9, -0.7], [-0.4, -0.7, 0.9], [-0.3, -0.1, 0.1], [0.1, 0.7, -0.6], [0.1, -0.8, 0.8], [0.2, 0.1, -0.1], [-2.5, -2.1, -0.4], [1.3, 0.7, 0.0], [-1.8, 3.0, 1.0], [2.3, -1.7, 0.4], [-0.2, -0.4, -0.9], [0.4, 0.1, -0.3], [0.2, -0.5, 0.2], [0.4, 0.5, 0.0], [-1.2, 2.2, -0.9], [1.6, -1.5, 0.1], [0.6, 0.4, 0.7], [0.4, -0.4, 0.5], [-1.0, 0.4, 0.0], [0.2, -0.9, -0.4], [-0.4, -0.2, 0.0], [-0.6, 0.2, -0.2], [0.4, -0.3, 0.2], [0.1, 0.3, -0.5], [-1.0, 0.2, 1.3], [0.1, -0.6, 0.5], [0.8, 0.3, -0.8], [0.2, -0.5, -0.8], [0.0, 0.0, -0.2], [-0.4, 0.7, 0.0], [-2.3, 0.0, 0.9], [1.0, -0.4, -0.4], [2.8, 2.3, 1.2], [-1.6, -1.0, -1.4], [-0.7, 0.6, -0.3], [0.1, -1.3, -0.8], [0.6, 0.0, 0.2], [0.3, 0.2, 0.1], [1.3, -1.3, -1.2], [-1.2, 0.2, 0.1], [-1.5, 0.4, -0.3], [-0.5, 0.4, 0.4], [2.0, 1.1, 0.3], [-0.1, -0.3, 0.2], [-0.5, -0.8, 0.1], [0.4, -0.1, 0.5], [-0.6, 2.4, -0.5], [0.0, -0.7, -0.2], [-0.8, -2.0, 1.7], [0.7, -0.3, -1.2], [0.2, 0.2, -0.5], [0.5, 0.3, 0.5], [-0.2, 0.0, 0.0], [0.0, 0.1, 0.2]], "energy_ha": -4078.89111, "charge": 0, "relative_energy_ev": 0.0000, "fmax_ev_per_a": 3.85, "lumo_ev": 0.49}